Model P:
H11O5S | ωB97M-V with the def2-TZVPD basis set

Atoms and positions in Å:
S1 1.074 1.998 -0.398
H1 2.331 1.531 -0.273
H2 1.591 -2.120 0.592
H3 1.116 -1.268 1.734
O1 1.548 -2.118 1.553
H4 -0.418 0.546 1.141
H5 -1.372 0.233 2.182
O2 -0.470 -0.019 1.938
H6 -0.333 0.431 -1.204
H7 -1.344 0.239 -2.250
O3 -1.228 0.049 -1.311
H8 -2.498 0.133 0.178
H9 -2.981 1.521 0.371
O4 -3.153 0.633 0.704
H10 1.898 -0.363 -0.942
H11 2.236 -0.406 -2.363
O5 2.003 -1.021 -1.652

Properties
lowest unoccupied orbital energy = 3.55 eV
net charge = -1
HOMO-LUMO gap = 0.2819 Eh

Model Q:
H11O5S | ωB97M-V with the def2-TZVPD basis set

Atoms and positions in Å:
S1 0.173 -0.695 0.028
H1 0.568 -1.924 0.445
H2 -2.593 -0.473 -2.541
H3 -2.834 0.391 -1.397
O1 -3.274 0.170 -2.151
H4 0.433 -1.003 3.405
H5 1.360 -0.502 2.247
O2 1.327 -0.584 3.234
H6 -3.690 -0.890 0.837
H7 -2.286 -0.759 1.416
O3 -3.233 -0.631 1.709
H8 3.240 0.715 0.606
H9 1.669 0.841 0.118
O4 2.635 1.183 0.054
H10 1.742 1.759 -3.232
H11 2.529 1.378 -1.967
O5 2.232 1.027 -2.812

Properties
lowest unoccupied orbital energy = 3.64 eV
net charge = -1
HOMO-LUMO gap = 0.2859 Eh

Quick ranking, most stable first: model P, model Q.